# C19H24N3O4PbS2

A structure of composition C19H24N3O4PbS2 (wB97M-V/def2-TZVPD, OMol25).

CARTESIAN COORDINATES (ANGSTROEM)
1 Pb -0.05 1.51 -0.49
2 O -3.75 0.20 -1.02
3 S -3.10 1.39 -1.49
4 O -3.73 2.18 -2.48
5 O -2.38 2.15 -0.45
6 O -1.66 0.78 -2.29
7 C 2.76 0.32 -1.96
8 N 2.06 -0.12 -0.75
9 C 1.83 -1.57 -0.84
10 C 2.87 0.14 0.46
11 C 3.00 1.61 0.83
12 N 1.78 2.17 1.43
13 C 1.81 3.64 1.34
14 C 1.69 1.78 2.85
15 H 3.76 -0.14 -2.03
16 H 2.88 1.40 -1.98
17 H 2.18 0.03 -2.84
18 H 2.79 -2.11 -0.91
19 H 1.25 -1.80 -1.73
20 H 1.29 -1.93 0.04
21 H 3.88 -0.27 0.32
22 H 2.42 -0.41 1.29
23 H 3.26 2.20 -0.05
24 H 3.84 1.71 1.53
25 H 2.68 4.05 1.86
26 H 0.91 4.05 1.79
27 H 1.85 3.95 0.29
28 H 2.59 2.08 3.39
29 H 1.56 0.70 2.95
30 H 0.83 2.27 3.31
31 S -2.50 -2.61 0.46
32 C -2.27 -1.72 1.92
33 C -2.75 -1.99 3.20
34 C -2.52 -1.06 4.19
35 C -1.83 0.12 3.91
36 C -1.34 0.38 2.65
37 C -1.55 -0.56 1.64
38 N -1.12 -0.46 0.32
39 C -1.58 -1.45 -0.41
40 C -1.48 -1.61 -1.87
41 C -1.36 -2.89 -2.41
42 C -1.37 -3.09 -3.78
43 C -1.53 -2.00 -4.63
44 C -1.65 -0.72 -4.11
45 C -1.61 -0.52 -2.75
46 H -3.32 -2.89 3.40
47 H -2.89 -1.24 5.19
48 H -1.69 0.86 4.70
49 H -0.86 1.32 2.42
50 H -1.25 -3.74 -1.75
51 H -1.27 -4.08 -4.19
52 H -1.55 -2.15 -5.70
53 H -1.78 0.14 -4.76

Summary:
Charge: +1
Total energy (a.u.): -2192.69978
M (g/mol): 629.75
Max |F| (eV/A): 0.3
LUMO energy (eV): -3.25